(1)
ORCA calculation (wB97M-V/def2-TZVPD) on a structure of composition C25H48IrOP4 at a distorted geometry.

Last column: Löwdin spin population.
Atoms and positions in Å:
Ir: -0.11268 0.09817 0.35486  0.093
P: -0.11152 1.03389 2.32652  0.009
P: -0.09478 -2.13921 1.30737  0.020
P: -0.72935 2.31273 -0.67150  0.010
H: -4.54092 -4.40665 -4.30018  0.013
C: -4.08117 -3.57003 -4.86888  0.412
C: -2.76642 -3.42035 -5.16075  0.378
H: -1.95154 -4.02323 -4.81466  0.011
C: -1.84464 1.08473 2.90290  0.005
C: 0.75868 0.17403 3.67434  0.008
C: 0.55351 2.71695 2.51842  0.007
C: -0.26932 -3.49248 0.09380  0.001
C: 1.35224 -2.67053 2.30249  0.007
C: -1.57464 -2.37716 2.36313  0.004
C: -0.95795 2.16215 -2.48466  0.003
C: 0.24940 3.88406 -0.60737  0.001
C: -2.40322 2.83218 -0.10769  0.003
H: -4.79959 -2.82123 -5.30367  0.012
H: -2.56492 -2.62763 -5.89278  0.008
H: -1.85234 1.46546 3.93065  0.000
H: -2.27854 0.08291 2.88721  0.001
H: -2.43893 1.74106 2.26397  0.001
H: 0.60422 0.74656 4.59393  0.000
H: 1.83170 0.14275 3.46296  0.007
H: 0.38565 -0.84041 3.83670  0.000
H: -0.22319 3.38402 2.90598  0.000
H: 0.92568 3.11659 1.57701  0.001
H: 1.39187 2.69292 3.21734  0.003
H: -0.03433 -4.44965 0.58016  0.000
H: 0.40681 -3.33361 -0.75358  0.000
H: -1.30114 -3.52424 -0.28036  0.001
H: 1.04764 -2.93184 3.32951  0.000
H: 2.12300 -1.88275 2.35531  0.003
H: 1.80129 -3.55966 1.83168  0.000
H: -1.77337 -3.45599 2.46146  0.001
H: -2.44647 -1.90905 1.88243  0.000
H: -1.44431 -1.94583 3.36364  0.000
H: -0.87709 3.15773 -2.94424  0.000
H: -1.94720 1.73902 -2.70259  0.001
H: -0.19667 1.50548 -2.91825  0.000
H: 0.19100 4.38839 -1.58290  0.000
H: 1.30757 3.70190 -0.38956  0.000
H: -0.15391 4.56420 0.15578  0.000
H: -2.90615 3.38086 -0.91914  0.000
H: -2.34065 3.47402 0.78337  0.000
H: -2.99538 1.93933 0.13136  0.002
C: -1.54767 -1.22793 -1.97793  0.081
C: -2.83273 -1.27360 -1.36988  0.150
C: -3.90660 -0.85792 -2.15802  -0.005
C: -3.72770 -0.48447 -3.50515  0.232
C: -2.48969 -0.69306 -4.13014  0.081
C: -1.46206 -1.27056 -3.39154  0.199
O: -0.41802 -0.96824 -1.33608  0.324
H: -1.77266 0.29482 0.31359  0.042
H: -2.84501 -1.52460 -0.28960  0.006
H: -4.90336 -0.82581 -1.71875  -0.003
H: -4.56925 -0.11226 -4.11199  0.007
H: -2.36616 -0.49408 -5.19611  -0.002
H: -0.46392 -1.54955 -3.75372  0.005
C: 2.55590 1.22993 -1.59408  0.015
P: 2.23996 0.16746 -0.16173  0.106
C: 2.87109 -1.45958 -0.63794  0.020
C: 3.37261 0.73810 1.16071  0.526
C: 3.70455 2.09942 1.28160  0.395
C: 4.44244 2.56221 2.37282  0.396
C: 4.96231 1.66299 3.30715  0.477
C: 4.73079 0.29217 3.14296  0.341
C: 3.98334 -0.17729 2.05265  0.519
H: 1.87196 0.95007 -2.40410  0.000
H: 3.59316 1.11051 -1.94592  0.001
H: 2.39325 2.28411 -1.33994  0.000
H: 3.90051 -1.36402 -1.01578  0.001
H: 2.86877 -2.12620 0.23483  0.000
H: 2.23060 -1.90087 -1.41785  0.000
H: 3.38960 2.80147 0.51601  0.010
H: 4.61895 3.63468 2.48255  0.010
H: 5.58440 2.02322 4.13258  0.014
H: 5.14884 -0.42594 3.87007  0.005
H: 3.92385 -1.25572 1.89718  0.017

Lowest unoccupied orbital energy (spin up / spin down) in Ha: -0.3970 / -0.5563
Energy above the lowest of the compared OMol25 structures with the same formula, charge and spin in kcal per mole: 52.3
⟨S²⟩: 8.8009
Spin multiplicity: 6
Net charge: +4

***

(2)
ORCA calculation (wB97M-V/def2-TZVPD) on the molecule C3H4N2O at a distorted geometry.

Last column: Mulliken charge in e.
Atoms and positions in Å:
C: -0.90982 -0.02968 -0.05151  0.415
C: 0.27440 -1.00143 0.07378  -0.277
C: 1.54987 -0.33701 -0.09897  0.281
H: 0.30893 1.64168 0.13342  0.199
H: -1.42810 1.90236 -0.03855  0.244
H: 0.11622 -1.76235 -0.71136  0.261
H: 0.22832 -1.51215 1.06323  0.237
N: -0.62205 1.29570 0.00692  -0.331
N: 2.52676 0.28698 -0.17571  -0.417
O: -2.04453 -0.48410 -0.20124  -0.609

Lowest unoccupied orbital energy in Ha: 0.0256
Energy above the lowest of the compared OMol25 structures with the same formula, charge and spin in kcal per mole: 4.7

***

(3)
ORCA calculation (wB97M-V/def2-TZVPD) on the molecule C2H4INO2 at a distorted geometry.

Last column: Mulliken charge in e.
Atoms and positions in Å:
C: 0.78633 -0.84906 -0.39706  -1.151
C: -0.41063 0.02359 -0.33580  -0.413
N: -0.24849 1.21955 0.59107  0.833
O: 0.29825 1.05572 1.66147  -0.495
O: -0.86119 2.16505 0.20057  -0.547
I: -1.86534 -1.17387 0.77999  0.101
H: 1.15138 -0.61740 0.58050  0.449
H: 1.47314 -0.32627 -1.03508  0.321
H: 0.53660 -1.90805 -0.80976  0.351
H: -0.86005 0.41075 -1.23589  0.552

Lowest unoccupied orbital energy in Ha: -0.0261
Energy above the lowest of the compared OMol25 structures with the same formula, charge and spin in kcal per mole: 76.3

***

(4)
ORCA calculation (wB97M-V/def2-TZVPD) on a cluster of 2 separate species, C2H3NS in total at a distorted geometry.

Last column: Mulliken charge in e.
Atoms and positions in Å:
C: 0.60946 0.94197 1.02861  -0.093
C: -0.25244 -0.19698 0.45603  -0.457
N: 0.89391 0.48379 -0.13667  -0.138
S: 1.45054 3.82422 0.65748  -0.054
H: -0.19814 -1.13111 0.84875  0.252
H: -1.11142 0.03641 0.01804  0.234
H: 1.60514 0.14422 -0.76047  0.256

Lowest unoccupied orbital energy (spin up / spin down) in Ha: -0.0741 / -0.0752
Energy above the lowest of the compared OMol25 structures with the same formula, charge and spin in kcal per mole: 146.9

***

Copy entry 2 word for word.
ORCA calculation (wB97M-V/def2-TZVPD) on the molecule C3H4N2O at a distorted geometry.

Last column: Mulliken charge in e.
Atoms and positions in Å:
C: -0.90982 -0.02968 -0.05151  0.415
C: 0.27440 -1.00143 0.07378  -0.277
C: 1.54987 -0.33701 -0.09897  0.281
H: 0.30893 1.64168 0.13342  0.199
H: -1.42810 1.90236 -0.03855  0.244
H: 0.11622 -1.76235 -0.71136  0.261
H: 0.22832 -1.51215 1.06323  0.237
N: -0.62205 1.29570 0.00692  -0.331
N: 2.52676 0.28698 -0.17571  -0.417
O: -2.04453 -0.48410 -0.20124  -0.609

Lowest unoccupied orbital energy in Ha: 0.0256
Energy above the lowest of the compared OMol25 structures with the same formula, charge and spin in kcal per mole: 4.7

***

> energy above the lowest of the compared OMol25 structures with the same formula, charge and spin of number 3 (C2H4INO2)?

76.3 kcal per mole